1.
Below is the ion C10H14BrN2O2 with charge +1 in a non-equilibrium geometry, with properties calculated with ωB97M-V/def2-TZVPD.

Output
- E_tot: -87703.2177 eV
- LUMO: -3.5331 eV
- Molecular weight: 274.1 g/mol
- ΔE to the lowest compared entry with this formula, charge and spin: 22.48 kcal per mole
- Gap between HOMO and LUMO: 7.80 eV

```
! wB97M-V def2-TZVPD RIJCOSX def2/J DEFGRID3
* xyz 1 1
C -0.736 -0.054 -0.808
C -0.548 0.832 0.137
C -3.282 -0.419 -1.051
C -2.780 1.982 -0.469
C 0.640 0.917 1.018
C 1.283 -0.425 1.060
C 1.386 -2.657 -0.372
C -0.029 -2.447 -1.042
C 1.425 -1.124 -0.283
C -1.655 1.872 0.455
N -3.298 3.226 -0.639
N 0.292 -0.988 -1.141
O -3.572 -0.982 -2.055
O -3.428 1.030 -0.999
Br -3.429 -1.113 0.847
H 1.381 1.552 0.655
H 0.170 1.164 1.986
H 2.361 -0.328 1.443
H 0.612 -1.117 1.584
H 1.327 -3.237 0.468
H 2.075 -3.082 -1.047
H -0.013 -2.868 -2.068
H -0.746 -2.709 -0.366
H 2.384 -0.806 -0.648
H -1.063 2.836 0.444
H -1.935 1.622 1.373
H -2.860 4.126 -0.524
H -4.248 3.258 -1.040
H 0.503 -0.670 -2.032
*
```

***

2.
Below is a cluster of 2 separate species, C10H14ClN4 in total in a non-equilibrium geometry, with properties calculated with ωB97M-V/def2-TZVPD.

Output
- E_tot: -29068.2670 eV
- LUMO (spin up / spin down): -4.0365 / -4.0361 eV
- Molecular weight: 225.7 g/mol
- ΔE to the lowest compared entry with this formula, charge and spin: 56.27 kcal per mole
- Gap between HOMO and LUMO (spin up / spin down): 7.02 / 7.02 eV

```
! wB97M-V def2-TZVPD RIJCOSX def2/J DEFGRID3
* xyz 1 1
C 3.862 0.217 -0.118
C 2.976 -0.295 -1.034
C 3.398 1.049 0.893
C 1.656 -0.090 -0.983
C 2.016 1.286 0.961
C 1.141 0.716 0.035
C -2.356 0.120 -0.086
C -2.273 2.546 -0.225
C -3.456 -0.878 -0.285
C -1.909 3.903 -0.186
N -2.639 1.428 -0.134
N -0.216 0.879 0.217
N -1.043 -0.116 0.078
N 0.929 -3.813 0.367
Cl -0.390 -1.831 0.108
H 4.977 -0.001 -0.240
H 3.552 -0.945 -1.823
H 3.915 1.662 1.659
H 1.061 -0.494 -1.766
H 1.704 2.027 1.639
H -3.156 -1.851 -0.060
H -3.864 -1.002 -1.275
H -4.313 -0.638 0.210
H -2.844 4.497 0.137
H -1.375 4.228 -1.054
H -1.172 3.892 0.663
H 0.242 -4.480 0.776
H 1.269 -3.175 1.091
H 1.705 -4.175 -0.060
*
```

***

3.
Below is a structure of composition C10H14CoN4O3S, with properties calculated with ωB97M-V/def2-TZVPD.

Output
- E_tot: -71163.7860 eV
- LUMO (spin up / spin down): -0.6866 / -0.6806 eV
- Molecular weight: 329.2 g/mol
- ΔE to the lowest compared entry with this formula, charge and spin: 12.03 kcal per mole
- Gap between HOMO and LUMO (spin up / spin down): 7.47 / 7.38 eV
- <S²>: 0.7850

```
! wB97M-V def2-TZVPD RIJCOSX def2/J DEFGRID3
* xyz 0 2
Co 1.526 -0.206 0.073
N 3.254 -0.388 -0.932
C 3.295 0.737 -1.899
C 1.864 0.987 -2.392
O 1.651 1.327 -3.545
N 0.953 0.761 -1.420
C -0.386 0.388 -1.845
C -0.767 -0.981 -1.236
O -1.915 -1.398 -1.347
O 0.169 -1.558 -0.561
H 4.085 -0.423 -0.353
H 3.192 -1.274 -1.425
H 3.941 0.537 -2.752
H 3.667 1.621 -1.378
H -0.446 0.336 -2.934
H -1.144 1.117 -1.540
C -2.993 -2.009 1.650
C -1.913 -0.999 1.775
C -2.069 0.338 1.477
C -0.927 1.125 1.368
N 0.295 0.636 1.632
C 0.436 -0.644 2.002
S 1.984 -1.324 2.119
N -0.681 -1.433 2.094
C -0.955 2.536 0.890
H -3.969 -1.552 1.793
H -2.864 -2.831 2.353
H -2.927 -2.383 0.622
H -3.043 0.723 1.218
H -0.509 -2.426 2.183
H -1.963 2.863 0.644
H -0.311 2.612 0.011
H -0.530 3.186 1.655
*
```

***

4.
Below is the molecule C10H14IN3 in a non-equilibrium geometry, with properties calculated with ωB97M-V/def2-TZVPD.

Output
- E_tot: -23167.3146 eV
- LUMO: 0.3012 eV
- Molecular weight: 303.1 g/mol
- ΔE to the lowest compared entry with this formula, charge and spin: 0.00 kcal per mole
- SMILES string: CC[C@]1(I)C[C@H](C)c2ncnc(N)c21
- Gap between HOMO and LUMO: 9.13 eV

```
! wB97M-V def2-TZVPD RIJCOSX def2/J DEFGRID3
* xyz 0 1
C 1.944 -2.263 -1.633
C 1.023 -1.084 -1.616
C 0.805 -0.467 -0.212
I 2.802 0.157 0.544
C 0.156 -1.325 0.880
C -0.552 -0.343 1.804
C -1.720 -0.715 2.646
C -0.882 0.824 0.934
N -1.726 1.718 1.279
C -1.733 2.778 0.444
N -1.074 2.973 -0.659
C -0.236 2.001 -1.102
N 0.271 2.150 -2.388
C -0.133 0.898 -0.177
H 1.783 -3.154 -0.826
H 3.007 -1.986 -1.447
H 1.889 -2.779 -2.578
H 0.057 -1.219 -2.088
H 1.548 -0.246 -2.117
H 0.882 -1.835 1.387
H -0.612 -2.068 0.478
H 0.216 -0.005 2.633
H -2.483 -1.296 1.994
H -2.418 0.167 2.893
H -1.429 -1.038 3.721
H -2.471 3.570 0.706
H 1.119 1.669 -2.601
H -0.033 2.919 -2.900
*
```

***

5.
Below is a structure of composition C10H14KO6S2 in a non-equilibrium geometry, with properties calculated with ωB97M-V/def2-TZVPD.

Output
- E_tot: -60877.2043 eV
- LUMO: 1.2810 eV
- Molecular weight: 333.4 g/mol
- Gap between HOMO and LUMO: 3.66 eV

```
! wB97M-V def2-TZVPD RIJCOSX def2/J DEFGRID3
* xyz -1 1
K 0.544 -0.461 -0.216
C -0.325 -3.981 -3.233
C -1.321 -4.993 -3.186
C -2.586 -4.713 -2.343
O -3.406 -5.619 -2.187
C -2.712 -3.424 -1.747
C -1.753 -2.420 -1.877
C -0.465 -2.708 -2.670
O 0.406 -1.813 -2.867
O -1.908 -1.307 -1.278
O -1.219 -6.092 -3.743
H 0.576 -4.154 -3.811
H -3.672 -3.146 -1.327
C 2.870 3.272 0.729
S 3.397 1.625 1.220
O 3.018 0.786 0.043
C 5.165 1.896 1.028
H 3.057 3.336 -0.339
H 3.340 4.043 1.343
H 1.809 3.351 0.968
H 5.467 2.742 1.641
H 5.367 2.048 -0.031
H 5.653 0.978 1.350
C -3.023 1.074 1.983
S -1.380 1.491 2.565
O -0.481 1.262 1.393
C -1.576 3.296 2.753
H -2.989 -0.014 1.883
H -3.149 1.420 0.956
H -3.754 1.374 2.728
H -0.864 3.775 2.089
H -1.509 3.554 3.804
H -2.576 3.522 2.380
*
```

***

6.
Below is the molecule C10H14N2 in a non-equilibrium geometry, with properties calculated with ωB97M-V/def2-TZVPD.

Output
- E_tot: -13576.1960 eV
- LUMO: 0.8893 eV
- Molecular weight: 162.2 g/mol
- ΔE to the lowest compared entry with this formula, charge and spin: 22.87 kcal per mole
- SMILES string: [H]/N=C(/C)N(CC)c1ccccc1
- Gap between HOMO and LUMO: 9.12 eV

```
! wB97M-V def2-TZVPD RIJCOSX def2/J DEFGRID3
* xyz 0 1
H 1.716 -1.225 -1.785
N 1.888 -1.751 -0.933
C 1.295 -1.052 -0.050
C 1.270 -1.490 1.394
N 0.621 0.085 -0.480
C 1.363 1.278 -0.076
C 2.864 1.245 -0.430
C -0.831 0.089 -0.400
C -1.522 -1.116 -0.669
C -2.911 -1.218 -0.447
C -3.621 -0.078 -0.053
C -2.883 1.099 0.181
C -1.534 1.180 -0.039
H 1.760 -2.418 1.591
H 0.238 -1.362 1.715
H 1.766 -0.655 1.957
H 0.866 2.130 -0.486
H 1.287 1.367 1.017
H 3.106 1.464 -1.526
H 3.258 2.192 0.152
H 3.405 0.406 -0.011
H -0.926 -2.057 -0.891
H -3.410 -2.158 -0.578
H -4.675 -0.107 0.150
H -3.313 2.002 0.621
H -1.078 2.150 0.075
*
```

***

7.
Below is a structure of composition C10H14N2 in a non-equilibrium geometry, with properties calculated with ωB97M-V/def2-TZVPD.

Output
- E_tot: -13571.3026 eV
- LUMO: 0.6506 eV
- Molecular weight: 162.2 g/mol
- ΔE to the lowest compared entry with this formula, charge and spin: 135.71 kcal per mole
- Gap between HOMO and LUMO: 8.79 eV

```
! wB97M-V def2-TZVPD RIJCOSX def2/J DEFGRID3
* xyz 0 1
C 3.922 -0.877 -0.027
C 2.629 -0.219 -0.189
C 2.654 1.145 0.626
C 1.434 -0.774 -0.515
C 0.115 -0.436 -0.129
C 0.044 0.894 -0.071
C -1.351 1.323 -0.006
C -1.876 2.720 -0.240
C -2.335 0.289 0.206
C -2.136 -1.063 0.144
H 4.918 -0.383 -0.336
H 4.201 -1.976 -0.460
H 3.923 -1.068 1.112
H 2.769 2.096 -0.113
H 3.646 1.070 1.284
H 1.791 1.410 1.194
H 1.562 -1.631 -1.290
H 0.930 1.374 -0.556
H -2.962 2.908 -0.537
H -0.909 3.226 -1.032
H -1.315 2.977 0.658
H -3.458 0.721 -0.049
H -2.578 -2.891 0.614
H -3.529 -1.649 0.930
N -3.011 -2.056 0.121
N -0.930 -1.400 -0.152
*
```

***

8.
Below is a cluster of 2 separate species, C10H14N2O2S in total, with properties calculated with ωB97M-V/def2-TZVPD.

Output
- E_tot: -28503.9033 eV
- LUMO: 0.5824 eV
- Molecular weight: 226.3 g/mol
- ΔE to the lowest compared entry with this formula, charge and spin: 93.65 kcal per mole
- SMILES string: C1=CNC(=C2CC2)C=N1.C=CS(C)(=O)=O
- Gap between HOMO and LUMO: 7.58 eV

```
! wB97M-V def2-TZVPD RIJCOSX def2/J DEFGRID3
* xyz 0 1
C 2.757 -2.455 -0.223
C 1.843 -2.188 0.739
N 1.410 -0.923 0.956
C 1.883 0.144 0.168
C 1.491 1.394 0.383
C 1.478 2.815 0.042
C 0.658 2.281 1.204
C 2.815 -0.271 -0.874
N 3.223 -1.468 -1.060
H 3.145 -3.443 -0.400
H 1.430 -2.951 1.381
H 0.594 -0.758 1.536
H 0.952 3.135 -0.850
H 2.348 3.422 0.260
H 0.985 2.519 2.209
H -0.420 2.238 1.113
H 3.181 0.488 -1.553
C -3.852 1.293 -0.328
C -2.636 0.802 -0.367
S -2.327 -0.851 0.269
C -1.484 -1.693 -1.103
O -1.398 -0.748 1.370
O -3.583 -1.497 0.521
H -4.650 0.686 0.069
H -4.101 2.284 -0.673
H -1.756 1.306 -0.724
H -1.168 -2.671 -0.755
H -2.196 -1.789 -1.916
H -0.622 -1.100 -1.395
*
```

***

Which formula does entry 3 have? C10H14CoN4O3S